Here is C30H44N8O3Pt as an isolated structure at a distorted geometry from the Open Molecules 2025 dataset. Energies are from wB97M-V/def2-TZVPD.

ΔE to the lowest compared entry with this formula, charge and spin (kcal/mol): 0.0
Calculated total energy (eV): -53125.98596
Orbital gap (Eh): 0.2922
HOMO level (eV): -13.437
Maximum force (eV Å⁻¹): 1.35

```
! RIJCOSX wB97M-V def2-TZVPD def2/J DEFGRID3
* xyz 2 1
Pt -0.536 0.744 -0.700
C 6.320 1.022 -1.756
C 5.766 0.283 -0.526
C 6.212 -1.179 -0.576
C 6.321 0.925 0.757
C 4.248 0.415 -0.528
C 3.637 1.664 -0.386
C 2.266 1.773 -0.374
N 1.464 0.705 -0.499
C 2.025 -0.505 -0.653
C 3.397 -0.673 -0.676
C 1.059 -1.599 -0.824
C 1.376 -2.936 -0.698
C 0.400 -3.915 -0.859
C -0.891 -3.466 -1.140
C -1.149 -2.120 -1.247
N -0.193 -1.190 -1.098
C 0.694 -5.401 -0.726
C -0.047 -5.927 0.514
C 0.183 -6.128 -1.981
C 2.190 -5.676 -0.573
H 7.409 0.975 -1.748
H 6.030 2.075 -1.761
H 5.966 0.564 -2.683
H 7.300 -1.223 -0.516
H 5.919 -1.665 -1.510
H 5.815 -1.755 0.265
H 7.403 0.795 0.786
H 5.898 0.456 1.648
H 6.117 1.996 0.802
H 4.229 2.565 -0.295
H 1.788 2.732 -0.244
H 3.803 -1.663 -0.823
H 2.391 -3.215 -0.458
H -1.711 -4.159 -1.266
H -2.137 -1.766 -1.485
H -1.125 -5.766 0.439
H 0.309 -5.436 1.423
H 0.127 -6.999 0.615
H -0.904 -6.074 -2.075
H 0.455 -7.183 -1.924
H 0.627 -5.713 -2.889
H 2.595 -5.248 0.348
H 2.762 -5.297 -1.424
H 2.350 -6.753 -0.524
N -2.607 0.949 -1.342
C -3.646 0.126 -0.655
C -4.963 0.886 -0.477
C -4.937 2.016 0.579
C -5.916 1.724 1.714
N -5.474 0.540 2.451
C -4.855 0.508 3.617
N -4.136 -0.577 3.907
N -4.943 1.517 4.496
C -3.156 -0.425 0.699
O -3.947 -1.214 1.266
O -2.045 -0.021 1.102
H -2.796 1.930 -1.162
H -2.675 0.814 -2.345
H -3.852 -0.736 -1.289
H -5.723 0.147 -0.221
H -5.263 1.291 -1.447
H -5.212 2.972 0.128
H -3.933 2.140 1.003
H -6.902 1.513 1.303
H -6.027 2.581 2.374
H -5.280 -0.278 1.865
H -3.815 -1.148 3.129
H -3.679 -0.673 4.796
H -5.645 2.226 4.388
H -4.548 1.413 5.415
N 0.459 5.967 -2.662
C -0.099 6.170 -1.443
O -0.547 7.226 -1.062
C -0.179 4.972 -0.526
C -0.035 5.175 0.841
C -0.218 4.114 1.711
C -0.553 2.877 1.195
N -0.692 2.680 -0.131
C -0.508 3.710 -0.975
H 0.543 6.760 -3.278
H 0.967 5.132 -2.892
H 0.198 6.170 1.201
H -0.115 4.243 2.780
H -0.737 2.015 1.822
H -0.667 3.506 -2.027
*
```

Löwdin atomic charge list, values in e, 6 entries: atom 1 (Pt): 1.205, atom 2 (C): -0.027, atom 3 (C): -0.554, atom 4 (C): -0.054, atom 5 (C): -0.031, atom 6 (C): -0.119

Here is a 2-piece molecular cluster, CH8N3O overall at a distorted geometry from the Open Molecules 2025 dataset. Energies are from wB97M-V/def2-TZVPD.

ΔE to the lowest compared entry with this formula, charge and spin (kcal/mol): 48.3
Calculated total energy (eV): -7677.75289
Orbital gap (Eh): 0.4363
HOMO level (eV): -15.713
Maximum force (eV Å⁻¹): 4.55

```
! RIJCOSX wB97M-V def2-TZVPD def2/J DEFGRID3
* xyz 1 1
N -0.802 -0.573 0.337
C 0.566 -0.578 0.088
N 1.312 -1.252 0.997
N 1.203 0.217 -0.964
H -1.440 0.176 0.402
H -1.163 -1.224 1.036
H 2.255 -1.504 0.809
H 0.914 -1.547 1.928
H 0.576 0.508 -1.755
H 2.063 0.740 -1.055
H -2.608 1.420 -0.612
H -1.068 1.821 -0.893
O -1.807 1.795 -0.319
*
```

Löwdin atomic charge list, values in e, 6 entries: atom 1 (N): 0.174, atom 2 (C): -0.309, atom 3 (N): 0.189, atom 4 (N): 0.161, atom 5 (H): 0.051, atom 6 (H): 0.132

Among the records above, which one has the lowest calculated total energy? C30H44N8O3Pt

Look up the HOMO level of the first one. -13.437 eV

The lowest orbital gap belongs to which entry? C30H44N8O3Pt